1.
17
Properties=species:S:1:pos:R:3:lowdin_spin:R:1 method="wB97M-V/def2-TZVPD" molar_mass_g_mol=160.03 max_force_ha_per_bohr=0.1101 lumo_energy_ev="2.059 / 1.993" orbital_gap_ev="4.926 / 4.860" multiplicity=2 s2=0.75 charge=-1 de_lowest_ev=0.109
C 0.5018 -1.4656 0.4934 0.001
C -0.9940 -1.4070 0.1394 0.000
C -1.6249 -0.0722 0.4359 0.001
C -2.2123 0.7253 -0.5179 0.001
O -2.6900 1.9102 -0.3863 0.000
O 1.2345 -0.4568 -0.1141 0.010
Li 2.7372 -0.1028 -0.9507 0.028
Na 0.3031 1.3590 -0.2430 0.035
H 0.8841 -2.4725 0.2218 0.000
H 0.5894 -1.4011 1.6008 0.000
H -1.5027 -2.2292 0.6782 0.000
H -1.1070 -1.6235 -0.9378 0.000
H -1.6274 0.2784 1.4784 0.000
H -2.1913 0.3028 -1.5543 0.000
O 1.5125 2.6192 0.0616 0.210
O 3.4552 1.6270 -0.5220 0.187
C 2.7320 2.4089 0.1165 0.528

***

2.
16
Properties=species:S:1:pos:R:3:lowdin_spin:R:1 method="wB97M-V/def2-TZVPD" molar_mass_g_mol=201.10 max_force_ha_per_bohr=0.2621 lumo_energy_ev="-9.946 / -12.109" orbital_gap_ev="8.161 / 6.345" multiplicity=6 s2=8.78 charge=+2 de_lowest_ev=0.449
O 3.5803 0.5403 -2.7976 0.096
C 2.6730 0.6079 -2.0771 0.090
Mn 1.2687 0.5677 -0.7906 4.125
C 0.2439 1.4307 -1.9818 0.108
C 1.6222 2.2406 -0.2168 0.104
O -0.6480 1.4741 -2.7360 0.129
O 2.0605 2.9644 0.5990 0.127
C -0.6214 -1.4081 2.3041 0.020
S -0.0594 -0.6520 0.6063 0.160
C -1.7274 -0.7259 -0.0777 0.027
H 0.2104 -1.2715 3.0174 0.000
H -0.7468 -2.5171 2.1807 0.003
H -1.5324 -0.9393 2.7461 0.003
H -2.2298 -1.6427 0.1917 0.003
H -2.3704 0.1280 0.1838 0.004
H -1.7235 -0.7973 -1.1513 0.001

***

3.
12
Properties=species:S:1:pos:R:3:mulliken_charge:R:1 method="wB97M-V/def2-TZVPD" molar_mass_g_mol=80.11 max_force_ha_per_bohr=0.1435 lumo_energy_ev=-5.938 orbital_gap_ev=10.029 multiplicity=1 charge=+1 de_lowest_ev=7.828
C -0.7419 -1.3185 -0.0598 0.373
C -1.7219 -2.0287 0.2973 -0.505
C -0.3122 1.0379 0.4284 -0.486
C 0.9945 0.1594 0.5078 -0.481
C -0.6727 0.0486 -0.6404 0.103
N 0.4739 -0.7104 -0.5606 -0.075
H -0.9519 1.3132 1.3421 0.330
H 0.0447 1.9724 -0.0475 0.294
H 1.9863 0.7087 0.1624 0.338
H 1.1263 -0.4943 1.3686 0.314
H -1.3978 0.3710 -1.4716 0.370
H 1.1726 -1.0594 -1.3267 0.423

***

4.
12
Properties=species:S:1:pos:R:3:mulliken_charge:R:1 method="wB97M-V/def2-TZVPD" molar_mass_g_mol=80.11 max_force_ha_per_bohr=0.0947 lumo_energy_ev="-7.983 / -7.984" orbital_gap_ev="7.791 / 7.790" multiplicity=1 charge=+1 de_lowest_ev=5.912
C -0.8309 -1.0516 -1.0722 -0.267
C 0.0300 1.0375 -0.8821 -0.006
C -0.4817 -1.3795 0.1370 0.165
C 0.7571 0.5582 0.4469 -0.450
C -0.1648 -0.5173 1.1978 -0.351
N -0.6020 0.3927 -1.7064 -0.223
H -0.9588 -1.6341 -1.9808 0.430
H 0.1959 2.1321 -1.2877 0.366
H 1.7970 0.1420 0.0815 0.352
H 0.7536 1.4315 1.1654 0.316
H -0.9320 -0.1321 1.8477 0.335
H 0.4366 -0.9794 2.0529 0.333